The following is a quantum chemistry calculation of 10 unconnected molecules or ions with the total composition C13H46N4O10, from the Open Molecules 2025 dataset.

Geometry (Å):
N (2.21, 1.15, 3.04)
C (2.35, 2.12, 3.89)
N (3.28, 2.95, 3.60)
O (1.65, 2.14, 5.11)
H (1.48, 0.45, 3.20)
H (2.53, 1.03, 2.08)
H (3.30, 3.72, 4.29)
H (3.49, 3.27, 2.58)
N (0.13, 0.47, -5.02)
C (-0.56, 0.78, -3.97)
N (0.04, 0.35, -2.92)
O (-1.58, 1.66, -4.03)
H (-0.05, 0.99, -5.82)
H (1.01, 0.08, -4.95)
H (-0.52, 0.39, -2.07)
H (0.74, -0.38, -2.84)
C (-0.64, 1.29, 0.90)
C (-1.41, -0.03, 0.59)
O (-1.45, -0.10, -0.80)
H (-1.27, 2.21, 0.80)
H (0.02, 1.54, 0.12)
H (-0.26, 1.51, 1.94)
H (-2.47, -0.14, 0.96)
H (-0.76, -0.85, 1.06)
H (-2.18, -0.68, -1.00)
C (3.13, -1.15, -1.10)
C (2.22, -0.56, 0.02)
O (2.82, 0.68, 0.50)
H (4.18, -0.81, -1.01)
H (2.80, -0.88, -2.06)
H (3.25, -2.28, -1.17)
H (2.06, -1.24, 0.89)
H (1.23, -0.39, -0.44)
H (3.25, 1.17, -0.16)
C (-3.98, -2.60, 1.58)
C (-3.96, -3.76, 0.58)
O (-2.90, -4.57, 0.58)
H (-3.12, -1.99, 1.37)
H (-3.82, -3.05, 2.57)
H (-4.90, -2.11, 1.33)
H (-4.07, -3.40, -0.47)
H (-4.83, -4.40, 0.66)
H (-2.61, -4.89, -0.27)
C (1.07, 3.65, -2.47)
O (1.49, 2.37, -1.97)
H (0.56, 4.28, -1.66)
H (0.35, 3.43, -3.30)
H (1.93, 4.29, -2.78)
H (0.91, 1.71, -2.36)
C (-0.32, -0.97, 4.32)
O (0.59, -1.05, 3.32)
H (-1.37, -1.13, 4.06)
H (-0.36, -0.01, 4.82)
H (0.10, -1.46, 5.20)
H (0.68, -1.88, 3.01)
C (-3.75, -0.89, -2.95)
O (-2.83, -1.91, -2.72)
H (-4.35, -0.69, -2.08)
H (-4.41, -1.41, -3.74)
H (-3.21, 0.04, -3.26)
H (-2.27, -2.01, -3.55)
C (2.61, 4.16, 0.68)
O (3.83, 3.67, 1.14)
H (1.78, 3.41, 0.56)
H (2.67, 4.71, -0.25)
H (2.06, 4.84, 1.40)
H (4.28, 3.20, 0.48)
C (-0.15, -3.31, -0.27)
O (-0.39, -3.45, 1.07)
H (-0.16, -4.19, -0.83)
H (0.90, -2.93, -0.46)
H (-0.80, -2.55, -0.72)
H (-1.27, -3.61, 1.18)

Properties
structure (SMILES) = NC(N)=O.NC(N)=O.CCO.CCO.CCO.CO.CO.CO.CO.CO
energy relative to the best compared isomer or geometry (same formula, charge and spin) = 174.5 kJ/mol
orbital gap = 0.279 hartree
LUMO energy = -0.11 eV

Atomic partial charges in e from the Mulliken method, atoms 1 to 2: 0.06, 0.55


The following is a quantum chemistry calculation of a single C6H12O molecule, from the Open Molecules 2025 dataset.

Geometry (Å):
C (-0.20, 2.37, 0.99)
C (-0.82, 1.50, -0.10)
C (-0.34, 0.07, 0.07)
C (-0.69, -1.01, -0.96)
C (0.36, -2.09, -0.62)
C (1.45, -1.30, 0.16)
O (1.08, 0.06, 0.05)
H (-0.57, 2.07, 1.98)
H (0.89, 2.22, 1.00)
H (-0.41, 3.43, 0.85)
H (-1.91, 1.53, -0.04)
H (-0.54, 1.87, -1.10)
H (-0.67, -0.29, 1.07)
H (-1.71, -1.38, -0.88)
H (-0.54, -0.62, -1.97)
H (0.77, -2.58, -1.51)
H (-0.06, -2.87, 0.02)
H (1.45, -1.59, 1.22)
H (2.46, -1.41, -0.23)

Properties
structure (SMILES) = CC[C@H]1CCCO1
energy relative to the best compared isomer or geometry (same formula, charge and spin) = 43.4 kJ/mol
orbital gap = 0.402 hartree
LUMO energy = 1.21 eV

Atomic partial charges in e from the natural (NBO) method, atoms 1 to 2: -0.61, -0.41


The following is a quantum chemistry calculation of a single C9H12N2 molecule, from the Open Molecules 2025 dataset.

Geometry (Å):
C (-2.56, 2.24, 0.12)
C (-2.27, 1.11, -0.07)
C (-2.20, -0.30, -0.43)
N (-1.09, -1.07, -0.09)
C (-0.87, -1.39, 1.26)
C (0.02, -1.13, -1.05)
C (1.16, -0.22, -0.60)
C (2.41, -0.62, -0.14)
C (3.07, 0.54, 0.34)
C (2.24, 1.60, 0.12)
N (1.08, 1.10, -0.41)
H (-2.66, 3.30, 0.34)
H (-2.38, -0.38, -1.52)
H (-3.18, -0.75, -0.09)
H (-0.62, -0.44, 1.86)
H (-1.81, -1.77, 1.69)
H (-0.02, -2.07, 1.34)
H (0.45, -2.17, -0.98)
H (-0.40, -0.83, -2.06)
H (2.87, -1.62, -0.18)
H (4.12, 0.48, 0.68)
H (2.37, 2.68, 0.40)
H (0.28, 1.70, -0.54)

Properties
structure (SMILES) = C#CCN(C)Cc1ccc[nH]1
energy relative to the best compared isomer or geometry (same formula, charge and spin) = 384.4 kJ/mol
orbital gap = 0.321 hartree
LUMO energy = 0.85 eV

Atomic partial charges in e from the natural (NBO) method, atoms 1 to 2: -0.26, -0.03


The following is a quantum chemistry calculation of a single CH2O3 molecule, from the Open Molecules 2025 dataset.

Geometry (Å):
C (0.37, 0.05, 0.11)
O (-0.63, 0.05, -0.81)
O (0.15, 0.34, 1.31)
O (-1.78, 0.04, -0.36)
H (0.67, -1.16, 0.03)
H (1.21, 0.68, -0.28)

Properties
energy relative to the best compared isomer or geometry (same formula, charge and spin) = 812.0 kJ/mol
orbital gap (alpha / beta) = 0.248 / 0.248 hartree
LUMO energy (alpha / beta) = -3.16 / -3.16 eV

Atomic partial charges in e from the natural (NBO) method, atoms 1 to 2: 0.16, -0.01


The following is a quantum chemistry calculation of a molecular structure, C10H15AlBBrIO2, from the Open Molecules 2025 dataset.

Geometry (Å):
C (5.53, 0.19, 0.08)
C (3.94, 0.37, 0.12)
O (3.41, -0.57, -0.82)
B (1.98, -0.56, -0.85)
O (1.39, -0.09, -2.06)
Al (0.68, -1.21, 0.65)
Br (1.61, -3.32, 1.45)
I (0.52, 0.36, 2.71)
C (-1.11, -1.67, -0.22)
C (-2.28, -0.69, 0.06)
C (-3.55, -1.29, 0.53)
C (-4.73, -0.50, 0.79)
C (-4.71, 0.96, 0.62)
C (-3.46, 1.55, 0.16)
C (-2.27, 0.76, -0.12)
C (-1.01, 1.49, -0.66)
H (5.76, -0.71, -0.55)
H (6.00, 1.06, -0.45)
H (5.92, 0.04, 1.11)
H (3.54, 0.21, 1.16)
H (3.76, 1.44, -0.19)
H (2.00, 0.52, -2.52)
H (-1.40, -2.69, 0.16)
H (-0.96, -1.72, -1.34)
H (-3.61, -2.40, 0.66)
H (-5.70, -0.94, 1.12)
H (-5.63, 1.56, 0.81)
H (-3.41, 2.64, -0.01)
H (-0.85, 1.23, -1.73)
H (-1.24, 2.60, -0.64)
H (-0.09, 1.36, -0.04)

Properties
energy relative to the best compared isomer or geometry (same formula, charge and spin) = 147.3 kJ/mol
orbital gap = 0.286 hartree
LUMO energy = 2.85 eV
total charge = -1

Atomic partial charges in e from the natural (NBO) method, atoms 1 to 2: -0.64, -0.07


The following is a quantum chemistry calculation of 13 unconnected molecules or ions with the total composition C17H59ClNO15P, from the Open Molecules 2025 dataset.

Geometry (Å):
C (3.84, 1.67, 2.49)
C (3.08, 0.35, 2.63)
C (4.06, -0.78, 2.28)
C (1.88, 0.24, 1.70)
N (0.60, 0.65, 2.37)
C (-0.40, -0.24, 1.97)
O (-1.03, -0.10, 0.96)
O (-0.65, -1.24, 2.78)
P (0.07, 2.29, 2.13)
O (1.15, 3.01, 1.16)
Cl (0.50, 3.17, 3.99)
H (4.16, 1.83, 1.47)
H (4.75, 1.58, 3.08)
H (3.27, 2.50, 2.89)
H (2.76, 0.16, 3.65)
H (4.77, -0.49, 1.52)
H (4.62, -1.10, 3.15)
H (3.53, -1.67, 1.92)
H (1.79, -0.82, 1.49)
H (2.05, 0.73, 0.74)
H (-1.43, -1.68, 2.41)
H (0.84, 2.72, 0.27)
C (3.94, 1.98, -1.74)
O (3.85, 2.51, -0.42)
H (4.60, 1.12, -1.71)
H (2.95, 1.67, -2.09)
H (4.34, 2.73, -2.42)
H (3.26, 3.27, -0.44)
C (0.18, 2.87, -2.69)
O (0.31, 3.48, -1.40)
H (0.71, 1.93, -2.69)
H (-0.88, 2.69, -2.89)
H (0.59, 3.52, -3.46)
H (-0.17, 4.31, -1.42)
C (-4.00, 1.18, 1.76)
O (-5.18, 1.47, 1.01)
H (-3.77, 2.03, 2.39)
H (-4.15, 0.30, 2.38)
H (-3.15, 1.01, 1.09)
H (-5.36, 0.71, 0.45)
C (-4.86, 3.18, -1.80)
O (-3.52, 2.74, -1.59)
H (-4.99, 3.40, -2.85)
H (-5.56, 2.38, -1.51)
H (-5.07, 4.07, -1.21)
H (-3.42, 2.54, -0.66)
C (3.20, -5.19, 1.07)
O (2.57, -3.92, 1.20)
H (4.14, -5.18, 1.62)
H (2.55, -5.97, 1.48)
H (3.41, -5.40, 0.02)
H (1.75, -3.97, 0.70)
C (-4.69, -0.59, -3.68)
O (-4.14, 0.71, -3.90)
H (-5.02, -0.99, -4.63)
H (-3.92, -1.25, -3.26)
H (-5.53, -0.54, -2.99)
H (-3.84, 1.04, -3.04)
C (7.62, -1.12, 2.29)
O (7.08, 0.12, 1.86)
H (6.80, -1.81, 2.46)
H (8.28, -1.53, 1.52)
H (8.18, -0.99, 3.22)
H (7.81, 0.73, 1.71)
C (0.03, -6.98, -1.20)
O (0.64, -6.03, -0.33)
H (0.81, -7.60, -1.64)
H (-0.66, -7.62, -0.64)
H (-0.51, -6.47, -1.99)
H (-0.07, -5.50, 0.04)
C (-1.55, 4.58, 7.36)
O (-1.73, 5.85, 6.74)
H (-1.89, 4.65, 8.38)
H (-2.12, 3.81, 6.83)
H (-0.49, 4.31, 7.35)
H (-1.42, 5.78, 5.83)
C (-0.68, -3.07, -2.51)
O (-1.45, -4.27, -2.45)
H (0.32, -3.29, -2.15)
H (-0.62, -2.70, -3.54)
H (-1.14, -2.30, -1.88)
H (-2.33, -4.07, -2.78)
C (2.44, 0.65, -4.96)
O (1.92, 1.98, -4.89)
H (3.43, 0.65, -4.50)
H (1.79, -0.05, -4.42)
H (2.54, 0.33, -6.00)
H (1.05, 1.96, -5.31)
C (-8.46, -1.13, -2.00)
O (-7.24, -1.85, -2.22)
H (-8.27, -0.08, -2.22)
H (-9.24, -1.50, -2.66)
H (-8.78, -1.23, -0.96)
H (-7.41, -2.78, -2.03)

Properties
energy relative to the best compared isomer or geometry (same formula, charge and spin) = 0.0 kJ/mol
orbital gap = 0.323 hartree
LUMO energy = 0.06 eV

Atomic partial charges in e from the Mulliken method, atoms 1 to 2: -1.24, 0.65


The following is a quantum chemistry calculation of 4 unconnected molecules or ions with the total composition C28H57BNO15P, from the Open Molecules 2025 dataset.

Geometry (Å):
C (0.64, -3.22, 3.41)
C (0.79, -2.17, 2.30)
C (1.50, -2.70, 1.05)
O (0.60, -2.63, -0.10)
C (0.54, -3.78, -0.82)
C (-0.54, -4.56, -0.81)
B (-1.87, -4.28, 0.00)
C (-3.21, -4.14, -0.82)
O (-1.86, -4.18, 1.37)
C (-0.52, -5.82, -1.61)
O (-1.21, -6.75, -1.26)
C (0.41, -5.86, -2.79)
P (0.10, -6.98, -4.18)
N (-0.47, -8.34, -3.75)
O (1.54, -7.05, -4.86)
O (-0.72, -6.10, -5.22)
C (1.45, -5.02, -2.80)
C (1.71, -4.11, -1.66)
O (2.81, -3.67, -1.42)
H (0.43, -4.21, 3.00)
H (1.55, -3.30, 4.00)
H (-0.19, -2.95, 4.06)
H (1.41, -1.37, 2.71)
H (-0.17, -1.74, 2.04)
H (1.79, -3.74, 1.21)
H (2.40, -2.14, 0.81)
H (-3.08, -3.44, -1.65)
H (-3.42, -5.11, -1.27)
H (-4.04, -3.84, -0.19)
H (-2.46, -4.81, 1.77)
H (-1.36, -8.63, -4.13)
H (2.13, -7.51, -4.24)
H (-1.58, -6.52, -5.37)
H (2.15, -4.99, -3.63)
C (4.50, 2.94, 0.71)
O (5.26, 1.79, 1.01)
C (4.73, 1.09, 2.12)
C (5.32, -0.30, 2.20)
O (4.71, -1.24, 1.32)
C (5.09, -1.17, -0.05)
C (6.45, -1.76, -0.34)
O (7.48, -0.83, -0.03)
C (8.74, -1.45, 0.06)
H (4.47, 3.63, 1.55)
H (4.98, 3.43, -0.14)
H (3.48, 2.67, 0.43)
H (3.64, 1.01, 2.03)
H (4.98, 1.63, 3.04)
H (5.11, -0.69, 3.20)
H (6.40, -0.28, 2.07)
H (5.02, -0.14, -0.43)
H (4.35, -1.77, -0.57)
H (6.51, -2.00, -1.41)
H (6.58, -2.67, 0.25)
H (8.76, -2.19, 0.87)
H (9.47, -0.68, 0.28)
H (9.01, -1.94, -0.88)
C (-3.20, 0.37, 1.85)
O (-2.99, 0.58, 0.47)
C (-2.21, -0.45, -0.11)
C (-2.32, -0.42, -1.61)
O (-3.50, -1.04, -2.11)
C (-4.71, -0.31, -1.96)
C (-4.85, 0.85, -2.92)
O (-4.12, 1.97, -2.44)
C (-3.89, 2.93, -3.44)
H (-2.24, 0.33, 2.39)
H (-3.78, 1.20, 2.23)
H (-3.75, -0.56, 2.02)
H (-2.53, -1.43, 0.27)
H (-1.16, -0.30, 0.18)
H (-1.50, -1.01, -2.02)
H (-2.22, 0.60, -1.98)
H (-4.85, 0.03, -0.93)
H (-5.50, -1.03, -2.19)
H (-5.91, 1.12, -3.01)
H (-4.48, 0.55, -3.91)
H (-3.28, 2.51, -4.25)
H (-3.35, 3.76, -2.99)
H (-4.84, 3.30, -3.86)
C (-4.25, 3.87, 0.69)
O (-3.45, 4.76, 1.45)
C (-2.27, 4.14, 1.91)
C (-1.26, 5.17, 2.36)
O (-0.54, 5.77, 1.29)
C (-1.22, 6.75, 0.53)
C (-1.33, 8.09, 1.21)
O (-2.40, 8.09, 2.13)
C (-2.32, 9.18, 3.03)
H (-4.53, 2.99, 1.29)
H (-5.15, 4.40, 0.39)
H (-3.71, 3.54, -0.21)
H (-1.82, 3.52, 1.12)
H (-2.52, 3.48, 2.76)
H (-0.51, 4.67, 2.97)
H (-1.75, 5.93, 2.98)
H (-2.20, 6.39, 0.21)
H (-0.60, 6.88, -0.37)
H (-1.52, 8.86, 0.45)
H (-0.39, 8.32, 1.72)
H (-1.41, 9.12, 3.64)
H (-3.18, 9.12, 3.69)
H (-2.34, 10.14, 2.50)

Properties
structure (SMILES) = CCCOC1=C(B(C)O)C(=O)C(P(=N)(O)O)=CC1=O.COCCOCCOC.COCCOCCOC.COCCOCCOC
orbital gap = 0.287 hartree
LUMO energy = -1.36 eV

Atomic partial charges in e from the Mulliken method, atoms 1 to 2: -1.56, 0.56


The following is a quantum chemistry calculation of 2 unconnected molecules or ions with the total composition C5H12OSi, from the Open Molecules 2025 dataset.

Geometry (Å):
C (-0.65, -1.06, 0.32)
C (-1.89, -0.23, 0.21)
C (-1.86, 0.76, -1.02)
C (3.01, 1.28, 0.54)
C (-3.16, -0.35, 0.79)
O (2.68, -0.03, 0.57)
Si (1.92, -1.05, -0.43)
H (-0.38, -1.42, 1.40)
H (-0.89, -1.99, -0.31)
H (-2.83, 0.85, -1.55)
H (-1.54, 1.83, -0.73)
H (-1.03, 0.36, -1.57)
H (2.89, 1.65, 1.58)
H (2.41, 1.85, -0.16)
H (4.04, 1.49, 0.16)
H (-3.44, -1.08, 1.56)
H (-4.06, 0.17, 0.42)
H (2.22, -2.47, -0.06)
H (2.56, -0.55, -1.72)

Properties
energy relative to the best compared isomer or geometry (same formula, charge and spin) = 421.2 kJ/mol
orbital gap = 0.306 hartree
LUMO energy = 0.08 eV

Atomic partial charges in e from the natural (NBO) method, atoms 1 to 2: -0.69, -0.02


The following is a quantum chemistry calculation of a gas-phase ion, C11H12NO2 (charge +1), from the Open Molecules 2025 dataset.

Geometry (Å):
N (3.07, -1.02, -0.46)
C (2.10, -0.51, 0.23)
C (2.02, 1.02, 0.61)
O (1.46, 1.24, 1.88)
C (1.38, 1.62, -0.63)
C (0.03, 1.65, -0.89)
C (-1.03, 0.70, -0.33)
C (-2.34, 1.10, -0.57)
C (-3.40, 0.37, -0.13)
C (-3.05, -0.83, 0.47)
C (-1.78, -1.31, 0.53)
C (-0.65, -0.53, 0.20)
C (0.72, -1.18, 0.24)
O (0.83, -2.27, -0.68)
H (2.89, -1.75, -1.14)
H (4.00, -0.77, -0.26)
H (3.12, 1.44, 0.61)
H (0.64, 1.80, 1.84)
H (2.02, 2.33, -1.06)
H (-0.33, 2.46, -1.44)
H (-2.50, 1.93, -1.12)
H (-4.50, 0.55, -0.18)
H (-3.86, -1.57, 0.71)
H (-1.65, -2.20, 1.18)
H (0.85, -1.60, 1.23)
H (-0.05, -2.69, -0.83)

Properties
structure (SMILES) = [NH2+]=C1[C@H](O)C=Cc2ccccc2[C@H]1O
energy relative to the best compared isomer or geometry (same formula, charge and spin) = 0.0 kJ/mol
orbital gap = 0.301 hartree
LUMO energy = -4.46 eV
total charge = +1

Atomic partial charges in e from the natural (NBO) method, atoms 1 to 2: -0.64, 0.48


The following is a quantum chemistry calculation of a single C4H11N3O molecule, from the Open Molecules 2025 dataset.

Geometry (Å):
H (1.24, -1.58, 1.31)
N (1.28, -0.60, 1.58)
C (0.98, 0.15, 0.58)
C (1.05, 1.65, 0.71)
N (0.77, -0.45, -0.79)
N (1.24, 0.35, -1.88)
C (-0.56, -0.98, -0.91)
O (-1.50, 0.03, -0.29)
C (-2.20, -0.42, 0.85)
H (1.18, 1.94, 1.76)
H (1.88, 2.07, 0.14)
H (0.12, 2.09, 0.34)
H (1.04, -0.10, -2.77)
H (2.26, 0.42, -1.81)
H (-0.66, -1.92, -0.36)
H (-0.88, -1.10, -1.95)
H (-3.10, 0.20, 0.95)
H (-2.53, -1.46, 0.80)
H (-1.61, -0.29, 1.75)

Properties
structure (SMILES) = [H]/N=C(/C)N(N)COC
energy relative to the best compared isomer or geometry (same formula, charge and spin) = 330.3 kJ/mol
orbital gap = 0.332 hartree
LUMO energy = 0.98 eV

Atomic partial charges in e from the natural (NBO) method, atoms 1 to 2: 0.34, -0.65